No. 1
Entry from OMol25: a molecular structure, C35H37CuF5OP2Te in a non-equilibrium geometry (the ωB97M-V functional and the def2-TZVPD basis).

```
! wB97M-V def2-TZVPD RIJCOSX def2/J DEFGRID3
* xyz 0 2
Cu -0.76018 0.39637 -1.14572
C -2.04100 0.85827 -2.62477
C -2.16283 -0.59094 -2.44959
C -1.16674 -1.50116 -3.20037
C 0.32999 -1.13034 -3.32106
C 1.06110 -0.38971 -2.16265
C 0.73293 1.08689 -2.04893
C 0.23110 1.92400 -3.17637
C -1.21957 1.52033 -3.66910
C 2.25470 0.41859 2.84459
H -2.83943 1.45454 -2.16564
H -3.19334 -0.97114 -2.59799
H -1.52984 -1.58878 -4.23765
H -1.23582 -2.51395 -2.78133
H 0.87874 -2.07619 -3.44523
H 0.47661 -0.54161 -4.24123
H 2.13165 -0.43036 -2.43148
H 1.42282 1.57306 -1.35533
H 0.93310 1.99389 -4.02550
H 0.16509 2.94535 -2.74968
H -1.71772 2.47044 -3.91420
H -1.18730 0.90074 -4.57612
H 1.32432 0.99251 2.86330
H 3.07068 0.97728 3.32540
H 2.09052 -0.54760 3.32587
P -2.46383 -0.72618 -0.34469
P 2.71388 0.12125 1.15657
C 0.95850 -1.14868 -0.82912
C 1.37093 -0.82837 0.43428
C -3.18142 -2.25938 0.06867
C -3.34140 -3.34137 -0.83718
C -3.80117 -4.56313 -0.34488
C -4.12127 -4.71219 1.01731
C -3.95118 -3.64202 1.90778
C -3.47543 -2.42812 1.44718
C -3.38515 0.72093 0.18933
C -2.64803 1.89722 0.49273
C -3.31181 3.11765 0.60437
C -4.70818 3.15753 0.50275
C -5.43731 1.97667 0.31398
C -4.78941 0.74772 0.14277
C 4.21109 -0.87003 1.18272
C 4.06967 -2.19204 1.65116
C 5.16862 -3.05256 1.63900
C 6.41070 -2.59511 1.18168
C 6.56122 -1.26268 0.76461
C 5.46777 -0.38737 0.78694
C 2.96561 1.75049 0.44647
C 2.32332 2.87296 1.02070
C 2.55062 4.14402 0.50166
C 3.34867 4.30816 -0.63926
C 3.88493 3.18798 -1.28542
C 3.70960 1.91656 -0.74477
H 0.59420 -2.19228 -0.94590
H 0.81529 -1.33672 1.23039
H -3.10824 -3.21724 -1.89864
H -3.91969 -5.41049 -1.02054
H -4.50193 -5.66088 1.39110
H -4.18931 -3.74506 2.96593
H -3.26399 -1.59321 2.11200
H -1.57067 1.82306 0.65537
H -2.73371 4.02537 0.77708
H -5.21987 4.12569 0.58655
H -6.52558 2.01392 0.30207
H -5.34592 -0.17735 -0.00146
H 3.09682 -2.53264 2.01432
H 5.04495 -4.07921 1.98436
H 7.26134 -3.27870 1.15350
H 7.53101 -0.90978 0.41739
H 5.59447 0.66110 0.50032
H 1.65995 2.74680 1.87886
H 2.10730 5.01321 0.99499
H 3.54496 5.30946 -1.02143
H 4.45368 3.30150 -2.21675
H 4.10965 1.03246 -1.25854
F -0.91981 1.92215 3.48699
Te -1.47533 0.10791 3.76773
F -2.05390 -1.64619 4.24415
F -2.06198 0.64306 5.48025
F 0.19485 -0.26606 4.64225
F -3.25883 0.54579 3.23701
O -1.00885 -0.36605 2.07411
*
```

Values from the calculation:
E_LUMO (alpha / beta) (eV): -0.3310 / -0.3678
Energy above the lowest of the compared OMol25 structures with the same formula, charge and spin (eV): 2.287
Expectation value of S²: 0.763
E_HOMO (alpha / beta) (Ha): -0.207 / -0.240
Orbital gap (alpha / beta) (eV): 5.31 / 6.17

Atom charges from the Mulliken analysis, given in e for atoms 1 to 8:
1. Cu -1.016
2. C -0.623
3. C -0.842
4. C -0.769
5. C -1.491
6. C 0.450
7. C 1.849
8. C -1.221

---

No. 2
Entry from OMol25: a molecular structure, C35H37IP2Pb in a non-equilibrium geometry (the ωB97M-V functional and the def2-TZVPD basis).

```
! wB97M-V def2-TZVPD RIJCOSX def2/J DEFGRID3
* xyz 0 1
Pb 2.03560 -1.80389 5.43447
C -2.58123 0.04250 7.17837
C -2.72911 -0.22426 5.88997
C -2.91916 0.76934 4.77355
C -1.65087 1.40344 4.11453
C -0.58529 1.85960 5.05170
C -0.74490 2.33254 6.30193
C -2.04195 2.58192 6.99341
C -2.60835 1.38948 7.83292
C 2.88061 0.21170 5.88167
H -2.54223 -0.80439 7.87516
H -2.58670 -1.26355 5.55277
H -3.57349 1.56357 5.16099
H -3.43920 0.21215 3.97500
H -1.21098 0.65234 3.43595
H -1.96728 2.23318 3.45159
H 0.42161 1.80974 4.63277
H 0.14240 2.58738 6.88276
H -2.78616 2.92251 6.26291
H -1.88203 3.41590 7.69649
H -2.01987 1.30096 8.75834
H -3.64217 1.64915 8.12797
H 3.58756 0.21378 6.71589
H 2.13223 1.01118 5.95689
H 3.40881 0.30614 4.91583
P 0.12294 -2.28965 -2.93625
P 2.05724 0.36107 -3.20589
C -0.49528 -0.69932 -3.55062
C 0.31597 0.39147 -3.68052
C -0.74264 -3.46287 -4.07568
C -1.92115 -3.15983 -4.78017
C -2.53366 -4.13797 -5.56563
C -1.97643 -5.40871 -5.69400
C -0.77441 -5.69479 -5.03319
C -0.15167 -4.73128 -4.24555
C -0.86947 -2.42147 -1.39822
C -0.50208 -1.54863 -0.35598
C -1.22317 -1.54004 0.83896
C -2.32075 -2.41026 0.98926
C -2.67398 -3.28962 -0.04135
C -1.93838 -3.31184 -1.22742
C 2.72888 1.15410 -4.78165
C 2.68397 0.37440 -5.95008
C 3.05258 0.92235 -7.18160
C 3.48329 2.25039 -7.26524
C 3.56096 3.01067 -6.10598
C 3.21024 2.47238 -4.86294
C 2.11781 1.77850 -2.05252
C 3.25775 1.85939 -1.22994
C 3.43110 2.95149 -0.38220
C 2.45541 3.96393 -0.34193
C 1.30944 3.86515 -1.13353
C 1.12277 2.76498 -1.97531
H -1.55435 -0.62923 -3.80632
H -0.04539 1.30105 -4.17049
H -2.36683 -2.17080 -4.71156
H -3.46822 -3.90140 -6.07905
H -2.46597 -6.16657 -6.30121
H -0.33025 -6.68128 -5.13352
H 0.79354 -4.95390 -3.74615
H 0.33966 -0.87048 -0.49595
H -0.93268 -0.86332 1.64484
H -2.89344 -2.39321 1.91912
H -3.53248 -3.96401 0.07894
H -2.20664 -4.00497 -2.02635
H 2.33863 -0.65849 -5.89820
H 3.00155 0.31169 -8.07307
H 3.75423 2.67647 -8.23154
H 3.89751 4.04492 -6.15852
H 3.29206 3.08832 -3.96853
H 4.00456 1.06577 -1.27334
H 4.32053 3.01988 0.24346
H 2.59681 4.82431 0.31270
H 0.54688 4.65320 -1.10018
H 0.22218 2.67634 -2.57656
I 0.80304 -0.79067 7.92282
*
```

Values from the calculation:
E_LUMO (eV): -1.3180
Energy above the lowest of the compared OMol25 structures with the same formula, charge and spin (eV): 0.000
E_HOMO (Ha): -0.292
Orbital gap (eV): 6.63

Atom charges from the Mulliken analysis, given in e for atoms 1 to 8:
1. Pb 0.626
2. C -0.667
3. C -0.182
4. C -0.871
5. C 0.124
6. C -0.446
7. C -0.316
8. C -0.805

---

No. 3
Entry from OMol25: a molecular structure, C35H37IrN6SSb2 in a non-equilibrium geometry (the ωB97M-V functional and the def2-TZVPD basis).

```
! wB97M-V def2-TZVPD RIJCOSX def2/J DEFGRID3
* xyz 2 1
Ir 0.27928 0.83433 0.27168
C 2.45089 1.99448 -3.28023
C 2.07850 3.32790 -3.50594
C 0.99757 3.80885 -2.82847
C 0.29971 3.00854 -1.89241
N 0.74051 1.76103 -1.58605
C 1.77073 1.28558 -2.33008
N -0.83883 3.58163 -1.42189
C -1.54228 3.15384 -0.43685
N -1.22312 2.17804 0.47024
C -2.28019 1.97920 1.32087
N -2.40810 1.11299 2.26860
C -1.39757 0.33782 2.77738
C -1.68819 -0.24968 4.02082
C -0.72743 -0.93628 4.71538
C 0.54783 -1.03246 4.15722
C 0.76531 -0.47838 2.92437
N -0.18430 0.16250 2.20209
C -3.35435 2.91283 0.95013
C -4.61524 3.10867 1.47662
C -5.40385 4.08596 0.87640
C -4.93138 4.84052 -0.19669
C -3.65941 4.63293 -0.72235
C -2.88968 3.65475 -0.12608
H 3.23742 1.51945 -3.85012
H 2.60950 3.94396 -4.21833
H 0.61509 4.80639 -2.98464
H 2.00913 0.24969 -2.16068
H -2.68172 -0.09242 4.41238
H -0.94607 -1.36847 5.68184
H 1.35849 -1.52779 4.67118
H 1.74192 -0.52488 2.47003
H -4.96922 2.53241 2.32024
H -6.40454 4.26362 1.24539
H -5.56675 5.60404 -0.62416
H -3.28376 5.21245 -1.55388
C -2.20109 -1.72037 -2.35743
Sb -2.07901 -0.80502 -0.44579
C -4.11727 -0.26750 -0.18142
C -2.07292 -2.54670 0.86160
C -1.65290 -3.75224 0.08597
C -2.61334 -4.52724 -0.56119
C -2.25123 -5.56783 -1.39962
C -0.90751 -5.84245 -1.61456
C 0.05544 -5.10174 -0.94852
C -0.29875 -4.06878 -0.08297
C 0.77290 -3.35955 0.68479
Sb 1.51026 -1.54164 -0.18910
C 1.96790 -2.29721 -2.12523
C 3.45345 -1.73680 0.67678
H -3.06488 -2.38136 -2.36368
H -1.30531 -2.30066 -2.56846
H -2.32475 -0.94654 -3.11283
H -4.70593 -1.14323 -0.45032
H -4.38361 0.56754 -0.82618
H -4.27793 0.00814 0.85728
H -3.10180 -2.62757 1.20986
H -1.42805 -2.30527 1.70408
H -3.66292 -4.30824 -0.39948
H -3.01341 -6.15994 -1.88671
H -0.61255 -6.64326 -2.27804
H 1.10249 -5.35041 -1.07834
H 1.67096 -3.97591 0.72679
H 0.48440 -3.11996 1.70785
H 2.71783 -3.07504 -1.99189
H 2.35504 -1.54053 -2.80035
H 1.07394 -2.73382 -2.56711
H 3.79154 -2.75909 0.51537
H 3.41613 -1.54572 1.74701
H 4.17159 -1.05417 0.22374
S 2.14522 1.91912 1.31848
C 3.78057 1.87684 0.79940
N 4.20569 1.64545 -0.45897
C 5.51168 1.62939 -0.83439
C 6.48620 1.86997 0.08104
C 6.09496 2.16050 1.40207
C 4.77223 2.16494 1.75720
H 3.49359 1.53893 -1.17768
H 5.70337 1.42166 -1.87658
H 7.52487 1.85029 -0.20975
H 6.84754 2.38583 2.14557
H 4.45949 2.38317 2.76770
*
```

Values from the calculation:
E_LUMO (eV): -5.8670
Energy above the lowest of the compared OMol25 structures with the same formula, charge and spin (eV): 0.039
E_HOMO (Ha): -0.475
Orbital gap (eV): 7.06

Atom charges from the Mulliken analysis, given in e for atoms 1 to 8:
1. Ir 1.031
2. C -0.239
3. C -0.680
4. C -0.593
5. C 0.344
6. N 0.508
7. C -2.311
8. N -0.536